No. 1
ORCA calculation (ωB97M-V/def2-TZVPD) on a structure of composition C6H6Cl2O4PrTi in a non-equilibrium geometry.

LUMO (spin up / spin down) in eV: -18.33 / -17.85
<S²>: 3.76
Energy relative to the best compared isomer or geometry (same formula, charge and spin) in kcal/mol: 0.0
2S+1: 4
Highest occupied orbital energy (spin up / spin down) in Ha: -0.8607 / -0.8889
Charge: +4
HOMO-LUMO gap (spin up / spin down) in eV: 5.09 / 6.34

XYZ file:
```
20
C6H6Cl2O4PrTi ωB97M-V/def2-TZVPD
Pr -1.906 -1.381 -4.627
Ti -0.203 0.708 -0.410
Cl -0.607 -1.066 -2.201
Cl -1.538 2.264 -1.216
C 1.498 1.396 -0.779
C 0.042 -2.271 -5.540
C -0.319 0.236 -5.198
O 2.554 1.862 -1.056
O 1.138 -2.479 -5.876
O 0.669 0.826 -5.376
C -1.193 0.670 3.504
C -0.135 0.089 2.662
C 0.937 -0.734 3.248
O -0.175 0.261 1.416
H -0.976 0.423 4.549
H -2.184 0.270 3.247
H -1.237 1.763 3.405
H 0.910 -1.769 2.880
H 1.932 -0.321 3.035
H 0.792 -0.748 4.334
```

Löwdin population analysis, charges in e, atoms 1 to 8: atom 1 (Pr): 1.654, atom 2 (Ti): 0.620, atom 3 (Cl): 0.206, atom 4 (Cl): 0.258, atom 5 (C): -0.055, atom 6 (C): -0.027, atom 7 (C): -0.062, atom 8 (O): 0.266


No. 2
ORCA calculation (ωB97M-V/def2-TZVPD) on the molecule C4H6N2 in a non-equilibrium geometry.

LUMO in eV: 0.97
SMILES: C=C1CN=CN1
Energy relative to the best compared isomer or geometry (same formula, charge and spin) in kcal/mol: 25.1
2S+1: 1
Highest occupied orbital energy in Ha: -0.2951
HOMO-LUMO gap in eV: 9.00

XYZ file:
```
12
C4H6N2 ωB97M-V/def2-TZVPD
C -2.131 0.016 -0.040
C -0.777 0.020 0.000
C 0.228 1.187 0.037
C 1.383 -0.662 -0.016
H -2.737 0.896 -0.062
H -2.607 -0.968 0.050
H 0.134 1.824 0.908
H 0.075 1.851 -0.762
H 2.218 -1.371 -0.048
H -0.265 -2.091 0.003
N 1.524 0.612 -0.040
N 0.042 -1.113 0.044
```

Löwdin population analysis, charges in e, atoms 1 to 8: atom 1 (C): 0.025, atom 2 (C): -0.319, atom 3 (C): -0.181, atom 4 (C): -0.183, atom 5 (H): 0.039, atom 6 (H): 0.049, atom 7 (H): 0.119, atom 8 (H): 0.099


No. 3
ORCA calculation (ωB97M-V/def2-TZVPD) on a cluster of 16 separate species, C48H140N12O16 in total in a non-equilibrium geometry.

LUMO in eV: 0.44
Energy relative to the best compared isomer or geometry (same formula, charge and spin) in kcal/mol: 178.2
2S+1: 1
Highest occupied orbital energy in Ha: -0.3271
HOMO-LUMO gap in eV: 9.34

XYZ file:
```
216
C48H140N12O16 ωB97M-V/def2-TZVPD
O 0.785 -3.286 -0.728
H 0.681 -3.268 -1.680
H 0.354 -2.487 -0.424
O 1.769 -2.489 2.049
H 1.525 -3.373 1.773
H 1.681 -1.958 1.258
O 0.019 -0.417 0.171
H -0.392 0.343 0.585
H 0.876 -0.100 -0.113
O 0.090 -1.470 4.454
H 0.891 -1.843 4.822
H 0.283 -1.357 3.523
C -3.907 3.074 -0.321
C -5.350 3.080 -0.386
C -5.854 4.326 -1.189
O -5.643 5.599 -0.606
C -6.422 6.594 -1.296
N -5.701 1.872 -1.073
H -3.385 2.764 -1.227
H -3.460 2.534 0.514
H -3.373 4.018 -0.211
H -5.794 3.099 0.610
H -6.938 4.210 -1.162
H -5.407 4.269 -2.182
H -6.058 6.861 -2.289
H -6.331 7.506 -0.706
H -7.486 6.387 -1.413
H -5.243 1.163 -0.518
H -5.099 1.807 -1.882
C 4.029 -2.071 -3.788
C 4.021 -3.003 -5.007
C 5.112 -4.005 -4.933
O 5.186 -4.729 -6.208
C 5.567 -6.079 -6.023
N 2.692 -3.560 -5.259
H 3.294 -1.270 -3.872
H 5.033 -1.647 -3.820
H 3.809 -2.732 -2.950
H 4.188 -2.255 -5.783
H 4.685 -4.599 -4.125
H 6.104 -3.696 -4.604
H 6.601 -6.156 -5.686
H 5.482 -6.590 -6.982
H 4.843 -6.575 -5.376
H 2.022 -2.966 -5.726
H 2.585 -4.394 -5.820
C 2.608 -7.111 -2.754
C 1.884 -5.809 -2.269
C 0.803 -5.458 -3.231
O 0.306 -4.096 -3.025
C -0.456 -3.615 -4.138
N 1.330 -5.919 -0.882
H 2.622 -7.116 -3.844
H 2.131 -8.013 -2.371
H 3.616 -7.243 -2.362
H 2.638 -5.027 -2.182
H 0.075 -6.268 -3.190
H 1.148 -5.565 -4.259
H -0.205 -4.080 -5.092
H -0.366 -2.534 -4.247
H -1.517 -3.743 -3.926
H 0.855 -5.036 -0.759
H 0.662 -6.674 -0.824
C 4.719 -2.163 6.086
C 4.163 -2.052 4.705
C 4.791 -2.905 3.622
O 6.013 -2.162 3.322
C 6.894 -2.799 2.380
N 2.763 -2.507 4.829
H 5.745 -1.823 5.941
H 4.839 -3.189 6.432
H 4.261 -1.470 6.792
H 4.073 -0.992 4.466
H 4.095 -2.873 2.784
H 4.873 -3.951 3.917
H 6.265 -2.806 1.490
H 7.192 -3.809 2.662
H 7.794 -2.284 2.044
H 2.407 -2.319 3.903
H 2.866 -3.505 4.939
C 5.329 -0.200 -0.609
C 3.895 0.163 -0.154
C 3.834 1.513 0.695
O 5.047 1.793 1.444
C 5.139 0.913 2.555
N 3.025 0.112 -1.323
H 5.366 -1.017 -1.329
H 5.870 -0.472 0.297
H 5.882 0.660 -0.988
H 3.693 -0.548 0.647
H 2.951 1.677 1.312
H 3.806 2.367 0.018
H 4.379 1.151 3.298
H 6.131 1.121 2.957
H 5.151 -0.157 2.345
H 2.979 -0.788 -1.778
H 3.556 0.632 -2.008
C -4.259 7.193 5.287
C -5.072 6.121 4.550
C -4.922 4.650 5.072
O -3.594 4.213 4.768
C -3.386 3.800 3.429
N -6.432 6.628 4.513
H -4.637 7.226 6.308
H -4.268 8.210 4.897
H -3.226 6.927 5.512
H -4.872 6.161 3.479
H -5.731 4.142 4.549
H -5.208 4.509 6.114
H -2.378 4.162 3.230
H -4.070 4.260 2.716
H -3.638 2.741 3.368
H -6.792 7.094 5.334
H -6.917 5.746 4.424
C -2.072 -5.088 -0.732
C -3.480 -5.554 -0.309
C -4.467 -5.529 -1.484
O -4.685 -4.185 -1.752
C -5.462 -4.040 -2.888
N -3.249 -6.814 0.398
H -1.306 -5.087 0.043
H -2.285 -4.063 -1.035
H -1.744 -5.708 -1.567
H -3.924 -4.898 0.439
H -5.482 -5.902 -1.348
H -3.957 -5.960 -2.345
H -6.359 -4.648 -3.003
H -4.996 -4.212 -3.857
H -5.739 -2.994 -3.025
H -4.184 -7.135 0.606
H -2.896 -6.700 1.337
C -0.066 1.354 8.013
C -1.215 1.909 7.271
C -1.062 3.374 6.814
O -1.017 4.354 7.896
C -1.130 5.683 7.435
N -1.429 1.085 6.048
H 0.742 1.286 7.284
H -0.200 0.351 8.419
H 0.285 1.878 8.902
H -2.092 1.843 7.915
H -1.806 3.712 6.093
H -0.096 3.532 6.335
H -0.513 5.713 6.537
H -0.751 6.297 8.252
H -2.140 6.045 7.239
H -0.627 1.235 5.453
H -1.170 0.132 6.263
C 0.770 2.788 -1.312
C -0.348 3.458 -0.549
C -0.122 3.414 1.011
O -0.152 2.117 1.538
C 0.263 2.015 2.872
N -0.651 4.815 -0.967
H 1.630 3.021 -0.685
H 0.945 3.119 -2.336
H 0.669 1.707 -1.409
H -1.180 2.778 -0.732
H -0.821 4.023 1.583
H 0.882 3.827 1.106
H 1.325 2.049 3.118
H -0.050 1.028 3.211
H -0.120 2.831 3.484
H -1.276 5.279 -0.324
H -1.206 4.781 -1.810
C -5.115 -1.088 0.075
C -5.367 -2.226 1.018
C -6.195 -1.644 2.195
O -5.620 -0.444 2.790
C -4.499 -0.798 3.689
N -6.094 -3.261 0.399
H -4.567 -0.288 0.573
H -5.976 -0.635 -0.416
H -4.488 -1.464 -0.732
H -4.446 -2.719 1.328
H -6.410 -2.339 3.007
H -7.209 -1.385 1.890
H -3.708 -1.339 3.170
H -4.856 -1.449 4.486
H -4.021 0.084 4.115
H -5.481 -3.732 -0.250
H -6.292 -3.882 1.171
C -1.358 1.950 -6.810
C -0.342 2.070 -5.688
C -0.456 1.147 -4.474
O -1.824 1.100 -4.145
C -2.169 0.295 -2.987
N 1.016 2.006 -6.226
H -1.635 0.937 -7.102
H -0.971 2.180 -7.803
H -2.241 2.524 -6.529
H -0.616 3.023 -5.235
H 0.023 1.669 -3.645
H -0.102 0.142 -4.702
H -3.213 0.545 -2.793
H -1.526 0.582 -2.155
H -2.030 -0.756 -3.241
H 1.703 2.201 -5.511
H 1.148 2.733 -6.915
C 6.709 2.988 -2.798
C 5.712 3.206 -4.007
C 4.553 2.255 -4.122
O 4.856 0.977 -4.603
C 5.484 0.694 -5.865
N 5.214 4.568 -3.900
H 7.270 2.078 -3.010
H 6.155 2.991 -1.860
H 7.596 3.621 -2.745
H 6.260 3.131 -4.947
H 3.924 2.705 -4.890
H 4.025 2.108 -3.181
H 6.559 0.871 -5.892
H 5.155 1.451 -6.577
H 5.317 -0.320 -6.228
H 4.721 4.803 -3.050
H 4.561 4.897 -4.597
```

Löwdin population analysis, charges in e, atoms 1 to 8: atom 1 (O): -0.062, atom 2 (H): 0.002, atom 3 (H): 0.016, atom 4 (O): -0.038, atom 5 (H): 0.061, atom 6 (H): 0.012, atom 7 (O): -0.039, atom 8 (H): 0.017


No. 4
ORCA calculation (ωB97M-V/def2-TZVPD) on a cluster of 2 separate species, C9H14ClNSi2 in total in a non-equilibrium geometry.

LUMO in eV: -0.98
Energy relative to the best compared isomer or geometry (same formula, charge and spin) in kcal/mol: 40.5
2S+1: 1
Highest occupied orbital energy in Ha: -0.2876
HOMO-LUMO gap in eV: 6.85

XYZ file:
```
27
C9H14ClNSi2 ωB97M-V/def2-TZVPD
C 4.032 -0.943 0.754
C 2.988 -1.790 1.124
C 3.728 0.208 -0.032
C 1.678 -1.531 0.689
C 2.467 0.487 -0.432
C 1.405 -0.407 -0.118
C -2.823 -0.376 -1.544
C -2.929 0.490 -0.152
C -1.452 -0.046 -2.107
N -1.656 0.452 0.581
Si -0.340 0.017 -0.582
Si -1.699 1.002 2.242
Cl 0.494 3.240 -1.947
H 4.985 -1.197 1.146
H 3.145 -2.663 1.764
H 4.586 0.852 -0.212
H 0.920 -2.169 1.108
H 2.187 1.175 -1.206
H -2.804 -1.487 -1.228
H -3.676 -0.194 -2.114
H -3.117 1.518 -0.582
H -3.741 0.137 0.461
H -1.297 -0.844 -2.786
H -1.644 0.818 -2.656
H -3.094 0.310 2.599
H -1.897 2.451 2.560
H -0.446 0.491 2.671
```

Löwdin population analysis, charges in e, atoms 1 to 8: atom 1 (C): -0.042, atom 2 (C): -0.081, atom 3 (C): -0.059, atom 4 (C): -0.107, atom 5 (C): -0.108, atom 6 (C): -0.277, atom 7 (C): -0.222, atom 8 (C): -0.293


No. 5
ORCA calculation (ωB97M-V/def2-TZVPD) on a cluster of 2 separate species, C2H9NOS in total.

LUMO (spin up / spin down) in eV: -4.20 / -9.20
<S²>: 0.75
Energy relative to the best compared isomer or geometry (same formula, charge and spin) in kcal/mol: 12.7
2S+1: 2
Highest occupied orbital energy (spin up / spin down) in Ha: -0.5320 / -0.5298
Charge: +1
HOMO-LUMO gap (spin up / spin down) in eV: 10.27 / 5.21

XYZ file:
```
14
C2H9NOS ωB97M-V/def2-TZVPD
C -0.002 0.129 -0.119
C -1.008 -0.035 -1.265
S -0.870 -1.539 -2.145
N -0.443 1.316 0.596
H 0.044 -0.769 0.514
H 1.001 0.277 -0.520
H -2.009 0.288 -0.929
H -0.847 0.702 -2.078
H -1.993 -1.468 -2.896
H -0.504 1.131 1.588
H 0.246 2.047 0.490
H 2.464 -1.417 2.258
H 1.681 -0.126 1.921
O 2.240 -0.537 2.586
```

Löwdin population analysis, charges in e, atoms 1 to 8: atom 1 (C): -0.341, atom 2 (C): -0.501, atom 3 (S): 1.166, atom 4 (N): 0.027, atom 5 (H): 0.117, atom 6 (H): 0.123, atom 7 (H): 0.128, atom 8 (H): 0.127


No. 6
ORCA calculation (ωB97M-V/def2-TZVPD) on a structure of composition C21H39NP2Pd in a non-equilibrium geometry.

LUMO (spin up / spin down) in eV: -5.24 / -8.88
<S²>: 6.01
Energy relative to the best compared isomer or geometry (same formula, charge and spin) in kcal/mol: 0.0
2S+1: 5
Highest occupied orbital energy (spin up / spin down) in Ha: -0.3682 / -0.5365
Charge: +2
HOMO-LUMO gap (spin up / spin down) in eV: 4.78 / 5.72

XYZ file:
```
64
C21H39NP2Pd ωB97M-V/def2-TZVPD
P 1.414 2.648 -0.541
P -2.270 -1.188 0.970
C -0.222 -0.642 -0.935
C -1.711 -1.045 -0.731
H 0.126 -0.039 -0.065
H -0.158 0.034 -1.800
H -2.376 -0.365 -1.288
H -1.867 -2.056 -1.146
C -1.192 -2.309 1.847
H -1.541 -2.482 2.875
H -0.151 -1.963 1.859
H -1.232 -3.271 1.309
C -3.915 -1.904 1.069
H -3.802 -2.997 0.993
H -4.561 -1.540 0.264
H -4.357 -1.659 2.047
C 3.019 3.410 -0.126
H 2.870 4.450 0.195
H 3.681 3.368 -1.002
H 3.479 2.830 0.686
C 1.088 3.413 -2.160
H 0.231 2.906 -2.627
H 1.966 3.295 -2.813
H 0.857 4.480 -2.021
Pd 2.502 -0.246 -0.192
C 0.718 -1.873 -1.172
C 1.797 -2.055 -0.124
C 2.874 -3.071 -0.476
C 4.031 -2.453 -1.291
C 3.995 -0.934 -1.345
C 3.089 -0.173 -2.137
C 2.077 -0.756 -3.105
C 1.256 -1.961 -2.629
C 0.265 3.504 0.594
H 0.094 -2.785 -1.074
H 1.359 -2.254 0.858
H 2.430 -3.924 -0.998
H 3.281 -3.436 0.475
H 4.961 -2.714 -0.773
H 4.104 -2.889 -2.294
H 4.911 -0.416 -1.041
H 3.412 0.845 -2.377
H 2.582 -1.036 -4.045
H 1.382 0.056 -3.376
H 0.385 -2.068 -3.293
H 1.832 -2.885 -2.765
H -0.760 3.178 0.368
H 0.335 4.594 0.494
H 0.516 3.212 1.624
C -1.041 0.010 3.768
C -2.163 0.616 3.048
C -3.070 1.559 3.492
C -3.894 1.933 2.405
C -3.501 1.210 1.297
C -4.028 1.282 -0.073
N -2.443 0.362 1.691
H -0.151 -0.124 3.139
H -1.326 -0.944 4.242
H -0.763 0.695 4.581
H -3.135 1.906 4.513
H -4.715 2.638 2.419
H -4.663 0.421 -0.340
H -4.672 2.175 -0.120
H -3.239 1.423 -0.825
```

Löwdin population analysis, charges in e, atoms 1 to 8: atom 1 (P): 0.804, atom 2 (P): 0.931, atom 3 (C): -0.211, atom 4 (C): -0.234, atom 5 (H): 0.044, atom 6 (H): 0.099, atom 7 (H): 0.087, atom 8 (H): 0.114


No. 7
ORCA calculation (ωB97M-V/def2-TZVPD) on a cluster of 9 separate species, C10H36BF4O10 in total in a non-equilibrium geometry.

LUMO in eV: 2.56
Energy relative to the best compared isomer or geometry (same formula, charge and spin) in kcal/mol: 14.8
2S+1: 1
Highest occupied orbital energy in Ha: -0.2780
Charge: -1
HOMO-LUMO gap in eV: 10.12

XYZ file:
```
61
C10H36BF4O10 ωB97M-V/def2-TZVPD
B -0.273 0.198 0.608
F 0.913 0.741 1.090
F -0.175 -1.071 0.040
F -1.305 0.189 1.556
F -0.785 1.071 -0.401
O -2.432 2.664 1.582
H -2.467 1.818 2.029
H -1.962 2.479 0.762
O 1.091 2.987 3.241
H 1.976 2.608 3.335
H 0.634 2.388 2.644
O 3.685 1.740 2.686
H 4.498 2.248 2.627
H 3.513 1.449 1.768
O -2.066 -2.814 -0.094
H -1.396 -2.749 0.589
H -2.052 -1.952 -0.517
C 1.798 -3.367 -0.918
C 1.797 -4.358 0.245
O 0.649 -5.228 0.166
O 2.022 -3.982 -2.191
H 2.412 -2.475 -0.838
H 0.746 -3.086 -1.022
H 1.628 -3.901 1.221
H 2.742 -4.908 0.261
H 0.813 -6.086 0.561
H 1.429 -4.730 -2.299
C 3.484 2.521 -0.855
C 2.263 3.423 -0.854
O 2.359 4.563 -1.662
O 3.282 1.361 -0.066
H 4.466 2.975 -0.722
H 3.607 2.195 -1.899
H 2.060 3.691 0.188
H 1.369 2.835 -1.079
H 2.121 4.349 -2.569
H 2.389 1.004 -0.141
C 0.179 0.808 -5.191
C -0.018 0.577 -3.709
C 1.041 -0.246 -3.028
O 0.010 1.896 -3.029
H 1.193 1.076 -5.487
H -0.583 1.521 -5.509
H -0.065 -0.087 -5.769
H -1.047 0.237 -3.586
H 2.061 0.120 -3.149
H 1.044 -1.240 -3.487
H 0.801 -0.316 -1.968
H -0.291 1.736 -2.123
C -4.281 0.802 3.341
C -4.183 -0.517 2.515
C -3.388 -1.600 3.192
O -5.498 -1.036 2.381
H -3.242 1.030 3.585
H -4.753 0.541 4.290
H -4.862 1.516 2.765
H -3.814 -0.427 1.493
H -3.449 -2.539 2.642
H -3.688 -1.754 4.237
H -2.317 -1.415 3.305
H -5.682 -1.475 3.218
```

Löwdin population analysis, charges in e, atoms 1 to 8: atom 1 (B): -1.239, atom 2 (F): 0.147, atom 3 (F): 0.114, atom 4 (F): 0.119, atom 5 (F): 0.079, atom 6 (O): -0.056, atom 7 (H): -0.025, atom 8 (H): 0.016


No. 8
ORCA calculation (ωB97M-V/def2-TZVPD) on a structure of composition C9H6Br2O3S in a non-equilibrium geometry.

LUMO (spin up / spin down) in eV: -1.12 / -1.12
2S+1: 1
Highest occupied orbital energy (spin up / spin down) in Ha: -0.3051 / -0.3051
HOMO-LUMO gap (spin up / spin down) in eV: 7.18 / 7.18

XYZ file:
```
21
C9H6Br2O3S ωB97M-V/def2-TZVPD
C -2.293 1.684 -0.108
C -2.637 0.541 0.599
C -1.135 1.715 -0.853
C -1.804 -0.565 0.589
C -0.285 0.591 -0.866
C -0.609 -0.560 -0.116
C 0.902 0.707 -1.600
C 0.330 -1.696 -0.035
C 2.525 0.050 0.040
O 1.469 0.995 -2.568
O 2.540 -2.306 1.322
O 1.110 -0.487 2.189
S 1.721 -1.155 1.080
Br 3.028 1.577 1.027
Br 3.884 -0.757 -0.990
H -2.938 2.548 -0.086
H -3.558 0.519 1.160
H -0.860 2.593 -1.416
H -2.072 -1.447 1.150
H -0.109 -2.559 0.458
H 0.790 -1.987 -0.975
```

Löwdin population analysis, charges in e, atoms 1 to 8: atom 1 (C): -0.056, atom 2 (C): -0.036, atom 3 (C): 0.013, atom 4 (C): -0.009, atom 5 (C): -0.155, atom 6 (C): -0.215, atom 7 (C): -0.134, atom 8 (C): -0.153


No. 9
ORCA calculation (ωB97M-V/def2-TZVPD) on a cluster of 2 separate species, C2H2ClO4 in total in a non-equilibrium geometry.

LUMO in eV: 3.76
Energy relative to the best compared isomer or geometry (same formula, charge and spin) in kcal/mol: 33.3
2S+1: 1
Highest occupied orbital energy in Ha: -0.1677
Charge: -1
HOMO-LUMO gap in eV: 8.33

XYZ file:
```
9
C2H2ClO4 ωB97M-V/def2-TZVPD
C 0.184 -1.764 -0.732
C -0.169 0.508 0.869
O -0.488 -2.678 -0.440
O 1.296 -1.447 -0.827
O 0.802 1.292 0.201
O -0.963 1.387 1.521
Cl -1.113 -0.121 -1.478
H 0.995 0.573 -0.451
H -0.544 2.250 1.336
```

Löwdin population analysis, charges in e, atoms 1 to 8: atom 1 (C): -0.889, atom 2 (C): -0.281, atom 3 (O): 0.043, atom 4 (O): 0.031, atom 5 (O): -0.126, atom 6 (O): -0.034, atom 7 (Cl): 0.152, atom 8 (H): 0.017


- What is the 2S+1 in the eighth record?
  1